Record 1
Density functional theory data (ωB97M-V/def2-TZVPD) for C43H36BrO2P2V as an isolated structure in a non-equilibrium geometry.

The value obtained for the total energy is -163561.6577 eV. Its multiplicity is 3. The value obtained for the HOMO energy (spin up / spin down) is -13.44 / -13.44 eV. The LUMO energy (spin up / spin down) is -8.45 / -7.59 eV. Its charge is +2.

Each line ends with the Löwdin charge.
Positions of all 85 atoms, in Å:
C: 0.698 -4.010 -1.104  -0.106
C: 0.477 -2.877 -1.900  -0.351
C: 1.181 -2.747 -3.105  -0.069
C: 2.073 -3.737 -3.511  -0.047
C: 2.273 -4.870 -2.722  -0.053
C: 1.586 -5.002 -1.515  -0.049
P: -0.650 -1.544 -1.342  0.986
C: -1.211 -0.835 -2.941  -0.338
C: -0.756 0.434 -3.315  -0.096
C: -1.122 0.975 -4.547  -0.045
C: -1.951 0.256 -5.408  -0.038
C: -2.416 -1.007 -5.034  -0.036
C: -2.047 -1.553 -3.806  -0.051
V: 0.000 0.000 0.000  0.807
P: 1.865 -0.971 0.546  0.984
C: 3.128 -1.373 -0.713  -0.356
C: 3.929 -2.519 -0.717  -0.068
C: 4.877 -2.709 -1.724  -0.047
C: 5.035 -1.758 -2.731  -0.043
C: 4.226 -0.619 -2.743  -0.048
C: 3.273 -0.433 -1.747  -0.111
C: 2.660 0.359 1.526  -0.334
C: 1.873 0.938 2.538  -0.102
C: 2.363 2.004 3.288  -0.059
C: 3.644 2.501 3.041  -0.039
C: 4.432 1.927 2.042  -0.034
C: 3.945 0.863 1.284  -0.052
C: 1.844 -2.357 1.744  -0.333
C: 0.608 -2.928 2.069  -0.115
C: 0.526 -3.943 3.021  -0.046
C: 1.681 -4.388 3.665  -0.035
C: 2.914 -3.802 3.370  -0.035
C: 2.996 -2.786 2.420  -0.071
C: -2.110 -2.472 -0.726  -0.342
C: -2.435 -3.761 -1.175  -0.085
C: -3.573 -4.408 -0.694  -0.038
C: -4.400 -3.774 0.235  -0.038
C: -4.086 -2.489 0.679  -0.044
C: -2.947 -1.840 0.206  -0.092
H: 0.877 0.543 2.733  0.106
H: 1.743 2.449 4.062  0.123
H: 4.026 3.333 3.625  0.124
H: 5.431 2.311 1.850  0.123
H: 4.559 0.426 0.502  0.110
H: 3.803 -3.272 0.053  0.103
H: 5.487 -3.608 -1.723  0.123
H: 5.775 -1.909 -3.511  0.121
H: 4.333 0.118 -3.535  0.120
H: 2.619 0.436 -1.759  0.107
H: -0.286 -2.548 1.577  0.076
H: -0.439 -4.380 3.264  0.120
H: 1.619 -5.178 4.409  0.122
H: 3.810 -4.131 3.889  0.123
H: 3.952 -2.311 2.217  0.119
H: -1.796 -4.265 -1.893  0.111
H: -3.813 -5.408 -1.046  0.121
H: -5.284 -4.281 0.611  0.122
H: -4.728 -1.988 1.399  0.120
H: -2.697 -0.837 0.545  0.076
H: -0.135 0.992 -2.619  0.084
H: -0.770 1.964 -4.827  0.119
H: -2.244 0.680 -6.364  0.121
H: -3.072 -1.565 -5.696  0.121
H: -2.418 -2.531 -3.518  0.107
H: 1.024 -1.871 -3.727  0.112
H: 2.615 -3.620 -4.445  0.122
H: 2.966 -5.642 -3.043  0.086
H: 1.740 -5.877 -0.890  0.114
H: 0.165 -4.126 -0.167  0.093
H: 4.086 -7.693 -2.403  0.019
H: 3.722 -8.001 -1.832  0.028
Br: 0.989 4.478 0.637  0.816
C: -0.904 4.800 0.556  -0.548
C: -1.331 6.090 0.903  -0.110
C: -2.685 6.420 0.896  -0.040
C: -3.632 5.465 0.537  -0.045
C: -3.227 4.176 0.191  0.004
C: -1.862 3.815 0.193  -0.159
C: -1.508 2.404 -0.124  -0.465
O: -2.467 1.525 -0.304  -0.016
O: -0.271 1.965 -0.067  -0.229
H: -0.607 6.842 1.192  0.104
H: -3.003 7.416 1.174  0.120
H: -4.684 5.719 0.539  0.116
H: -3.993 3.455 -0.068  0.123

---

Record 2
Density functional theory data (ωB97M-V/def2-TZVPD) for C43H37As3NO6RuS as an isolated structure.

The energy above the lowest of the compared OMol25 structures with the same formula, charge and spin is 9.9 kJ/mol. The value obtained for the total energy is -254897.6417 eV. Its multiplicity is 6. The value obtained for the HOMO energy (spin up / spin down) is -7.02 / -8.58 eV. The LUMO energy (spin up / spin down) is 0.21 / -1.29 eV. Its charge is 0.

Each line ends with the Löwdin charge.
Positions of all 92 atoms, in Å:
Ru: 0.845 -0.394 0.013  1.287
C: -1.713 2.631 -0.762  -0.428
C: -1.476 2.763 0.740  -0.424
As: 0.216 1.949 1.304  1.262
C: 0.101 2.244 3.212  -0.381
C: -0.994 1.725 3.894  -0.119
C: -1.080 1.867 5.271  -0.072
C: -0.071 2.519 5.964  -0.079
C: 1.027 3.024 5.283  -0.075
C: 1.118 2.885 3.906  -0.095
C: 1.553 3.238 0.759  -0.403
C: 1.318 4.610 0.756  -0.104
C: 2.318 5.486 0.361  -0.079
C: 3.558 4.994 -0.027  -0.078
C: 3.800 3.628 -0.017  -0.067
C: 2.797 2.749 0.372  -0.124
As: -1.718 0.725 -1.240  1.269
C: -2.028 0.776 -3.148  -0.396
C: -2.232 -0.448 -3.782  -0.118
C: -2.403 -0.505 -5.155  -0.082
C: -2.358 0.660 -5.909  -0.087
C: -2.144 1.879 -5.286  -0.083
C: -1.978 1.939 -3.908  -0.105
C: -3.465 0.197 -0.567  -0.385
C: -3.486 -0.553 0.606  -0.117
C: -4.700 -0.929 1.168  -0.079
C: -5.890 -0.567 0.553  -0.086
C: -5.870 0.173 -0.622  -0.084
C: -4.661 0.558 -1.182  -0.101
H: -0.910 3.122 -1.319  0.060
H: -2.665 3.076 -1.056  0.077
H: -2.261 2.249 1.299  0.059
H: -1.478 3.804 1.067  0.068
H: -1.767 1.177 3.367  0.100
H: -1.925 1.450 5.802  0.108
H: -0.134 2.622 7.040  0.103
H: 1.821 3.521 5.825  0.105
H: 1.983 3.272 3.381  0.102
H: 0.360 5.005 1.074  0.098
H: 2.132 6.552 0.360  0.104
H: 4.338 5.679 -0.333  0.105
H: 4.766 3.243 -0.313  0.111
H: 3.001 1.682 0.377  0.077
H: -2.255 -1.363 -3.198  0.105
H: -2.563 -1.460 -5.640  0.105
H: -2.486 0.616 -6.983  0.102
H: -2.105 2.789 -5.872  0.103
H: -1.811 2.899 -3.436  0.091
H: -2.557 -0.856 1.079  0.072
H: -4.712 -1.511 2.081  0.106
H: -6.836 -0.865 0.987  0.103
H: -6.800 0.448 -1.104  0.103
H: -4.644 1.128 -2.103  0.103
C: 0.015 -4.841 -0.847  -0.047
C: 0.510 -4.978 -2.135  -0.048
C: 0.878 -3.847 -2.841  -0.002
C: 0.754 -2.597 -2.244  -0.221
N: 0.293 -2.480 -0.985  0.034
C: -0.071 -3.572 -0.310  -0.114
C: 1.116 -1.326 -2.921  -0.219
C: 1.299 -1.253 -4.301  -0.041
C: 1.609 -0.042 -4.897  -0.082
C: 1.746 1.098 -4.117  -0.086
C: 1.560 1.025 -2.742  -0.137
C: 1.235 -0.182 -2.129  -0.249
H: -0.282 -5.698 -0.259  0.107
H: 0.615 -5.957 -2.583  0.111
H: 1.282 -3.931 -3.839  0.107
H: -0.435 -3.403 0.694  0.093
H: 1.180 -2.131 -4.923  0.103
H: 1.738 0.014 -5.970  0.103
H: 1.994 2.044 -4.585  0.103
H: 1.669 1.932 -2.152  0.078
O: 4.207 -0.649 2.715  -0.235
As: 3.760 -1.776 1.467  0.895
O: 5.074 -2.468 0.819  -0.442
O: 2.742 -0.932 0.375  -0.591
C: 2.653 -3.156 2.283  -0.222
C: 3.221 -4.424 2.189  -0.080
C: 2.564 -5.535 2.699  -0.067
C: 1.332 -5.390 3.317  -0.069
C: 0.754 -4.134 3.420  -0.063
C: 1.409 -3.025 2.901  -0.276
S: 0.538 -1.480 3.006  0.465
O: -0.227 -1.418 1.703  -0.510
O: -0.369 -1.555 4.114  -0.283
O: 1.543 -0.437 3.045  -0.383
H: 3.389 -0.327 3.128  0.006
H: 4.186 -4.512 1.705  0.098
H: 3.021 -6.513 2.619  0.106
H: 0.822 -6.252 3.728  0.106
H: -0.198 -3.995 3.914  0.113